1.
8 unconnected molecules or ions with the total composition C29H49NO21 in a non-equilibrium geometry, computed with wB97M-V/def2-TZVPD.

Results
LUMO level ... 0.11 eV
Energy relative to the best compared isomer or geometry (same formula, charge and spin) ... 7.1 kcal/mol
E_tot ... -75349.980 eV
Multiplicity ... 1
SMILES string ... C[C@H]1COC(=O)O1.C[C@H]1COC(=O)O1.C[C@H]1COC(=O)O1.C[C@H]1COC(=O)O1.COC(=O)OC.COC(=O)OC.COC(=O)OC.CCCC#N
Frontier orbital gap ... 10.728 eV

Positions of all 100 atoms, in Å:
C 2.00244 0.36253 -2.05443
C 0.87630 1.24877 -2.61776
C 1.36810 2.10715 -3.83122
O 0.44446 1.97460 -4.85172
C -0.40140 1.05418 -4.49420
O -1.40800 0.79946 -5.18153
O -0.15117 0.51758 -3.31483
H 2.68603 0.98624 -1.46759
H 2.57998 -0.13949 -2.83801
H 1.61513 -0.45993 -1.45247
H 0.34272 1.84080 -1.97050
H 2.30557 1.90063 -4.24238
H 1.44625 3.13276 -3.54867
C -0.46820 -0.21866 2.40536
C 0.37155 0.45564 1.27943
C 0.58724 1.99597 1.39597
O 1.94457 2.17966 1.23492
C 2.58588 1.03371 1.26165
O 3.80958 0.96903 1.27426
O 1.70377 0.00284 1.20947
H -1.51291 0.15453 2.42902
H 0.10083 -0.10243 3.30399
H -0.66775 -1.22213 2.11082
H 0.01069 0.15436 0.30228
H 0.26961 2.37762 2.36711
H 0.13307 2.54215 0.61903
C -5.41703 -0.87280 4.21853
C -5.35251 0.37034 3.37066
C -5.63718 1.59712 4.14429
O -4.73208 2.52386 3.70934
C -3.80939 1.91404 3.01269
O -2.75767 2.45799 2.72737
O -4.09995 0.63475 2.83847
H -6.42817 -1.13024 4.61642
H -4.66483 -0.94280 5.00242
H -5.12061 -1.76390 3.60896
H -6.04085 0.40810 2.51306
H -5.58590 1.48982 5.19167
H -6.66448 1.96655 3.86067
C 3.05084 -3.13009 -2.46124
C 4.09816 -2.44156 -1.57782
C 3.93580 -2.63884 -0.04073
O 5.30486 -2.61040 0.35900
C 6.11834 -2.81741 -0.74217
O 7.31044 -3.01713 -0.67239
O 5.47541 -2.74498 -1.90314
H 2.01857 -3.00474 -2.12804
H 3.18842 -4.19998 -2.43763
H 3.01284 -2.79004 -3.50095
H 4.07413 -1.34054 -1.80516
H 3.46557 -3.60148 0.03126
H 3.42161 -1.78352 0.36718
C 1.02346 -3.52275 1.95237
O 0.86356 -2.65250 0.87432
C 0.00535 -3.01513 -0.09185
O -0.95075 -4.04117 0.16977
O -0.08760 -2.25591 -1.07493
C -0.89688 -2.60476 -2.21723
H 0.12006 -3.63426 2.45875
H 1.79716 -3.26592 2.70042
H 1.31223 -4.53563 1.62492
H -1.90921 -2.66252 -2.02078
H -0.63044 -3.60107 -2.51619
H -0.78501 -1.88355 -2.99493
C -1.32727 4.69316 -4.02074
O -2.05362 3.58963 -3.36098
C -1.81639 3.27159 -2.11947
O -0.97621 3.96482 -1.18327
O -2.46779 2.14568 -1.74486
C -2.57294 1.64084 -0.38308
H -1.85520 5.64879 -3.96327
H -1.26299 4.47230 -5.07742
H -0.35243 4.75316 -3.59449
H -2.17762 2.32351 0.41330
H -2.08023 0.63036 -0.21582
H -3.58762 1.51269 -0.15059
C 5.57460 5.14572 -4.17297
O 5.02302 4.68323 -3.01130
C 3.69496 4.82134 -2.76427
O 2.86517 5.35086 -3.73827
O 3.32987 4.46021 -1.53454
C 1.98733 4.55944 -1.16612
H 5.51272 6.29113 -4.23442
H 4.95186 4.81525 -5.03210
H 6.63500 4.85713 -4.24026
H 1.43015 5.25174 -1.67493
H 1.83896 4.66217 -0.11947
H 1.49392 3.64401 -1.44109
C -2.51495 -3.42635 3.81215
C -2.64939 -4.82639 3.20424
C -2.48147 -5.90197 4.27413
C -3.53554 -5.84854 5.27173
N -4.33757 -5.83251 6.10834
H -1.49357 -3.27131 4.09893
H -3.09993 -3.31388 4.74183
H -2.72788 -2.67304 3.02946
H -1.86658 -4.97820 2.40710
H -3.57503 -4.95826 2.65506
H -1.48919 -5.87622 4.75853
H -2.63679 -6.78665 3.67358

***

2.
A molecular structure, C22H61F6NO15S2V in a non-equilibrium geometry, computed with wB97M-V/def2-TZVPD.

Results
LUMO level (spin up / spin down) ... -0.15 / -0.15 eV
E_tot ... -119662.399 eV
Multiplicity ... 4
Frontier orbital gap (spin up / spin down) ... 8.028 / 8.885 eV

Positions of all 108 atoms, in Å:
V -1.63649 1.64311 -1.45783
C 0.16969 1.33431 2.37477
F 0.13355 0.06035 2.13607
F -1.14070 1.70611 2.58240
F 0.94327 1.73987 3.43528
S 0.94447 1.98744 0.65188
O 0.43360 3.35541 0.50279
O 2.42541 1.88189 0.87282
N 0.14835 1.01021 -0.60255
S 1.32014 0.01086 -1.00086
O 2.27215 0.59757 -1.94953
O 1.95727 -0.65075 0.13371
C 0.18165 -1.31411 -1.91922
F -0.64935 -1.81568 -1.08132
F -0.39601 -0.74320 -2.98164
F 1.08671 -2.26256 -2.32318
O -2.74274 1.19609 -3.19915
H -2.54835 0.48977 -3.84558
C -2.95139 -1.59103 -5.57784
C -4.15365 -1.19895 -6.31739
O -4.67955 -2.36886 -6.89141
H -2.20211 -1.94921 -6.28380
H -3.15740 -2.52322 -5.05184
H -2.56682 -0.89292 -4.83431
H -3.88272 -0.71964 -7.25812
H -4.89000 -0.55889 -5.83135
H -5.11538 -2.11982 -7.70973
C 0.29030 -2.05277 5.13734
C 0.27374 -3.04744 3.97412
O -0.19785 -4.35512 4.39550
H 0.69721 -1.09383 4.81644
H 1.04695 -2.20941 5.90614
H -0.70446 -1.78250 5.49162
H 1.29798 -3.05709 3.60137
H -0.46348 -2.68611 3.25715
H 0.50147 -4.89975 4.76418
C 5.04408 -1.67282 -1.06311
C 4.55398 -1.88418 -2.52099
O 3.99135 -3.22191 -2.73728
H 5.37255 -0.64001 -0.94677
H 5.87508 -2.32177 -0.78671
H 4.25988 -1.89330 -0.33887
H 5.30848 -1.72569 -3.29151
H 3.62629 -1.35011 -2.72660
H 3.60251 -3.15189 -3.61221
C 1.84235 -3.77002 -7.15884
C 2.37313 -2.60213 -6.24859
O 2.74856 -3.02517 -4.96550
H 0.89643 -4.17496 -6.79918
H 2.50604 -4.63408 -7.12677
H 1.73999 -3.46688 -8.20082
H 1.71862 -1.73597 -6.15114
H 3.26396 -2.16762 -6.70214
H 1.92995 -3.35134 -4.58460
C 0.48074 0.31519 7.89892
C 0.16100 1.60523 7.19407
O 0.28295 2.68671 8.17765
H 0.17251 -0.59380 7.38237
H -0.04963 0.22499 8.84691
H 1.55449 0.28184 8.08343
H -0.85495 1.50546 6.81196
H 0.88894 1.75521 6.39675
H 1.19520 2.97129 8.26936
C -4.47372 -0.80251 1.46414
C -2.97392 -0.67732 1.00062
O -2.88036 0.22762 -0.13625
H -4.46696 -1.38920 2.38275
H -5.10759 -1.14444 0.64598
H -4.86070 0.18210 1.72660
H -2.68512 -1.66831 0.65045
H -2.27146 -0.33148 1.75893
H -3.45056 -0.09184 -0.83940
C 2.07472 -5.13911 1.50176
C 2.55535 -4.08288 0.38358
O 3.61280 -4.61525 -0.30848
H 1.05592 -5.00043 1.86358
H 2.68149 -5.17522 2.40654
H 2.06444 -6.19978 1.25081
H 2.80458 -3.14651 0.88278
H 1.76114 -3.95778 -0.35240
H 3.83293 -4.05890 -1.05923
C 1.03479 5.00909 3.83474
C -0.00199 5.26123 4.95538
O 0.73137 5.32477 6.16281
H 1.45553 4.00655 3.91220
H 1.89354 5.66852 3.96051
H 0.58003 4.95215 2.84578
H -0.78696 4.50509 4.94200
H -0.44550 6.25233 4.85989
H 0.24927 4.80647 6.81131
C -4.90688 3.03190 -0.11562
C -3.57797 3.18558 0.45961
O -2.72858 3.31745 -0.62475
H -5.61588 3.26473 0.67887
H -5.17131 2.04928 -0.50631
H -5.09965 3.74768 -0.91475
H -3.23948 2.35285 1.07612
H -3.58945 4.10622 1.04303
H -2.73308 4.26899 -0.75189
C 0.95383 5.00160 -2.95934
C 0.90828 3.50506 -3.37633
O -0.37038 2.96904 -2.99599
H 0.99445 4.96420 -1.87075
H 0.04805 5.50264 -3.30087
H 1.89493 5.35901 -3.37730
H 1.73563 2.94629 -2.93887
H 0.99391 3.28848 -4.44116
H -1.00946 3.34162 -3.60784

***

3.
2 unconnected molecules or ions with the total composition FN2O3S in a non-equilibrium geometry, computed with wB97M-V/def2-TZVPD.

Results
LUMO level (spin up / spin down) ... 3.55 / 1.57 eV
E_tot ... -22668.266 eV
Multiplicity ... 3
Frontier orbital gap (spin up / spin down) ... 6.470 / 6.194 eV
Net charge ... -1

Positions of all 7 atoms, in Å:
N 1.60341 -0.57264 0.00767
N -1.70910 0.05433 0.09510
O 2.19742 -0.56224 1.03670
O -2.23296 -0.18451 1.14958
O -2.23148 0.64217 -0.77901
F 2.20911 1.19491 -0.90099
S 0.16360 -0.57202 -0.60904

***

4.
C6H9NO in the gas phase in a non-equilibrium geometry, computed with wB97M-V/def2-TZVPD.

Results
LUMO level ... 1.00 eV
Energy relative to the best compared isomer or geometry (same formula, charge and spin) ... 161.6 kcal/mol
E_tot ... -9898.595 eV
Multiplicity ... 1
SMILES string ... C1N[C@@H]2CO[C@H]3[C@@H]1[C@H]32
Frontier orbital gap ... 10.393 eV

Positions of all 17 atoms, in Å:
C -1.63632 0.05859 -0.56632
N -1.24251 -1.26123 -0.05417
C 0.13943 -0.83217 0.06946
C 1.69368 -1.07021 -0.00948
O 1.85456 0.22153 -0.74680
C 0.86683 1.16271 -0.08132
C -0.66762 1.20030 -0.17217
C 0.12380 0.48296 0.97164
H -2.59289 0.18398 -0.14189
H -1.98449 -0.06443 -1.59905
H -1.61494 -1.29225 0.83622
H 0.05429 -0.47107 -0.99185
H 2.25428 -0.79358 1.01423
H 2.24909 -1.92428 -0.59337
H 1.55648 1.96033 0.08781
H -1.15627 2.17679 -0.04879
H 0.10261 0.26201 2.02585

***

> What is the formula in the third record?

FN2O3S

***

> Among the records above, which one has the lowest E_tot?

C22H61F6NO15S2V